(1)
Here is a structure of composition C56H43CsFIN6O9P2 at a distorted geometry from the Open Molecules 2025 dataset. Energies are from ωB97M-V with the def2-TZVPD basis set.

Structure (ORCA input):
```
! RIJCOSX wB97M-V def2-TZVPD def2/J DEFGRID3
* xyz -2 1
Cs -1.387 2.885 1.396
I 6.406 1.643 2.997
P 1.743 -1.373 -0.535
P -2.211 -1.071 0.593
F -2.429 5.478 -4.813
O 1.117 1.399 3.052
O -3.606 2.780 2.567
O -0.624 -2.863 -0.960
O -0.550 3.820 -1.110
O -0.411 5.132 -6.736
O 0.583 4.675 0.656
O 1.800 1.140 5.184
O 2.774 5.508 -3.528
O -4.629 3.513 4.426
N -2.137 1.515 -2.020
N 2.998 3.365 1.286
N 1.136 5.291 -5.077
N 3.636 3.121 0.131
N 0.588 5.633 -2.845
N -1.283 2.369 4.170
C -5.923 0.430 1.517
C 0.460 -1.788 3.578
C -2.270 3.219 4.503
C 5.814 -0.800 -1.064
C -0.735 5.603 -3.213
C -1.299 -1.959 1.921
C -2.103 4.214 5.458
C -4.166 -2.989 -0.317
C 0.254 4.597 -0.549
C 4.050 -1.537 0.943
C -4.822 -0.004 3.596
C -0.094 2.497 4.764
C 1.589 5.475 -3.780
C 1.667 -3.014 -1.365
C 3.556 -1.211 -0.318
C 1.166 1.510 -4.102
C -1.511 -5.638 -3.746
C -4.530 -4.155 -0.979
C -3.714 -0.482 2.913
C -1.543 -3.269 2.333
C 0.935 5.683 -1.423
C 4.451 -0.827 -1.316
C -3.696 -0.515 1.518
C 1.833 1.044 -1.838
C 6.299 -1.148 0.190
C -0.781 -3.837 3.345
C -2.849 -2.558 -0.306
C 0.217 -3.096 3.971
C 2.585 -4.940 -2.487
C 4.865 2.440 1.880
C 1.320 -5.473 -2.620
C -3.574 -4.918 -1.611
C -4.819 -0.048 0.830
C 3.684 2.957 2.361
C -5.930 0.454 2.904
C 0.793 0.182 -4.257
C 1.043 1.574 4.294
C -0.287 -1.234 2.545
C 5.415 -1.510 1.196
C -1.126 5.458 -4.484
C 0.195 -4.817 -2.122
C -1.906 -3.344 -0.991
C -3.640 3.155 3.764
C 0.399 -3.598 -1.491
C -0.170 5.277 -5.554
C 1.494 -0.298 -1.998
C 0.147 3.466 5.734
C -1.193 -6.794 -1.538
C -2.233 -4.538 -1.620
C -0.868 4.340 6.078
C 1.695 1.935 -2.890
C 4.783 2.557 0.481
C -2.737 0.560 -1.704
C 0.967 -0.720 -3.215
C -1.184 -5.433 -2.257
C 2.756 -3.711 -1.862
H -6.774 0.864 3.442
H 3.443 -5.474 -2.876
H -4.914 -2.417 0.214
H -3.867 -5.841 -2.098
H 5.501 2.256 -0.265
H -4.824 -0.050 -0.253
H -5.565 -4.474 -0.981
H 7.363 -1.112 0.391
H 1.213 -1.176 4.063
H -2.175 -7.264 -1.614
H 0.799 -3.540 4.772
H -4.797 0.053 4.677
H 3.294 3.031 3.362
H 1.038 2.207 -4.920
H -0.773 -6.287 -4.220
H -1.455 5.712 -2.416
H 3.748 -3.289 -1.767
H 0.688 -1.757 -3.359
H -1.360 2.159 -1.876
H 1.125 3.503 6.194
H -2.335 -3.848 1.871
H -0.069 -0.212 2.257
H 5.783 -1.744 2.186
H 2.057 3.761 1.242
H 2.014 5.576 -1.341
H -0.456 -7.469 -1.976
H -2.494 -6.098 -3.866
H 2.238 1.401 -0.898
H -0.977 -4.857 3.657
H 0.371 -0.157 -5.195
H -6.772 0.813 0.962
H -1.516 -4.681 -4.269
H 1.864 5.158 -5.763
H 6.500 -0.498 -1.848
H 1.197 -6.428 -3.117
H 0.652 6.656 -1.016
H 4.076 -0.541 -2.291
H -2.845 -0.793 3.477
H 3.355 -1.789 1.736
H -0.702 5.111 6.823
H 2.002 2.959 -2.742
H -0.956 -6.664 -0.481
H -2.944 4.854 5.686
*
```

As for the HOMO-LUMO gap: 6.9 eV. As for the relative energy (zero: lowest compared OMol25 entry of this formula, charge and spin): 88.4 kJ/mol. The largest force on an atom comes out at 0.0286 hartree/bohr. The value obtained for the highest occupied orbital energy is -3.52 eV. The value obtained for the LUMO energy is 3.41 eV.


(2)
Here is a structure of composition C56H44AgF4N7O2SSbTe at a distorted geometry from the Open Molecules 2025 dataset. Energies are from ωB97M-V with the def2-TZVPD basis set.

Structure (ORCA input):
```
! RIJCOSX wB97M-V def2-TZVPD def2/J DEFGRID3
* xyz 0 2
Te -0.905 -0.294 -3.455
Sb 1.093 -1.864 -1.642
Ag 0.265 0.089 0.130
S 1.297 0.352 -2.783
F 5.362 -0.585 7.382
F 3.458 0.785 6.137
F 6.529 -2.669 3.261
F 4.711 -1.182 2.017
O -0.667 -0.106 2.542
O -2.274 0.802 0.504
N 2.156 0.016 1.021
N 1.673 3.152 -0.452
N -1.232 0.022 -1.326
N 7.590 -2.272 8.526
N 8.383 -4.326 4.973
N 1.548 2.458 4.279
N 0.665 2.505 0.136
C 5.196 -0.777 6.067
C -4.029 2.135 -1.536
C -1.161 -2.866 0.224
C -0.073 3.430 0.728
C 1.790 -2.887 -3.426
C 0.469 4.701 0.509
C 5.783 -1.827 3.997
C 0.025 -0.475 -5.523
C -3.117 -4.140 -0.331
C -2.488 1.755 -5.053
C 1.595 4.478 -0.253
C -1.419 -3.764 -1.989
C -0.136 -1.720 -6.149
C 1.522 -1.176 -7.822
C -2.630 -4.327 -1.613
C 2.204 1.582 3.923
C 4.225 -0.054 5.425
C 7.279 -2.355 7.422
C 2.824 -2.537 -0.579
C 1.135 1.825 -5.583
C -0.686 -3.038 -1.067
C -3.989 -0.120 -2.379
C 3.982 -0.183 4.043
C 0.910 0.438 -6.115
C 6.981 -2.495 6.061
C -5.617 1.439 -3.191
C 2.213 -4.968 -4.553
C -2.377 -3.416 0.591
C 5.169 -2.973 -0.544
C -2.888 3.039 -5.406
C -1.138 -2.745 -5.686
C 4.824 -1.086 3.358
C 4.077 -2.357 -1.131
C 6.013 -1.722 5.393
C 5.006 -3.773 0.574
C 2.561 0.238 2.090
C -1.703 1.606 -3.915
C -2.883 0.572 -5.878
C 2.959 0.536 3.370
C -1.806 3.960 -3.470
C 7.742 -3.486 5.429
C 3.170 -2.943 -5.396
C 3.750 -3.912 1.141
C -1.376 2.694 -3.121
C -3.458 0.869 -1.561
C 2.575 -2.232 -4.368
C 2.327 -1.555 -9.024
C 2.984 -4.310 -5.496
C 1.638 -4.265 -3.509
C -5.080 0.163 -3.182
C -2.544 4.132 -4.629
C 1.637 0.075 -7.241
C 0.610 -2.058 -7.271
C -2.263 0.556 -0.719
C 2.656 -3.288 0.567
C -5.095 2.422 -2.368
H -3.198 -4.897 -2.334
H 0.091 5.637 0.867
H -4.083 -4.541 -0.060
H 2.316 5.161 -0.655
H -3.911 0.665 -6.226
H 1.676 -3.389 1.018
H -0.629 -3.681 -5.454
H -3.568 -1.123 -2.344
H -1.853 -2.945 -6.485
H 0.463 -3.033 -7.718
H 0.238 2.233 -5.126
H 3.780 -2.421 -6.117
H 4.200 -1.738 -2.012
H -3.472 3.182 -6.305
H 3.225 -0.950 -9.094
H -2.760 -3.261 1.588
H -1.695 -2.414 -4.807
H 1.924 1.819 -4.830
H 3.625 -4.497 2.041
H -1.563 4.808 -2.849
H -5.512 -0.606 -3.805
H 2.734 -1.161 -4.301
H -2.797 -0.338 -5.280
H 2.602 -2.606 -8.987
H -0.467 0.535 3.229
H -3.620 2.886 -0.877
H -0.599 -2.276 0.954
H -2.232 0.472 -6.748
H -1.494 0.190 2.123
H 1.443 2.486 -6.392
H 3.447 -4.865 -6.297
H -0.951 3.147 1.277
H -0.788 2.542 -2.226
H 5.857 -4.264 1.019
H -6.454 1.668 -3.834
H 2.061 -6.034 -4.625
H -1.052 -3.901 -2.999
H 6.152 -2.844 -0.968
H -5.521 3.413 -2.376
H 2.376 2.631 -0.961
H -2.860 5.119 -4.928
H 1.744 -1.399 -9.931
H 2.316 0.796 -7.673
H 1.087 -4.793 -2.739
*
```

As for the HOMO-LUMO gap (spin up / spin down): 5.5 / 5.7 eV. The largest force on an atom comes out at 0.0327 hartree/bohr. The value obtained for the highest occupied orbital energy (spin up / spin down) is -7.19 / -7.80 eV. The value obtained for the LUMO energy (spin up / spin down) is -1.71 / -2.07 eV.


(3)
Here is a structure of composition C56H44AsKN3O2PS5 from the Open Molecules 2025 dataset. Energies are from ωB97M-V with the def2-TZVPD basis set.

Structure (ORCA input):
```
! RIJCOSX wB97M-V def2-TZVPD def2/J DEFGRID3
* xyz -2 1
As 0.954 4.428 -1.635
K -1.578 -1.159 1.834
S -6.777 -5.068 4.552
S -9.646 -4.750 3.810
S -4.645 -2.544 1.729
S -3.818 -4.721 4.353
S -7.413 -3.320 2.416
P 1.086 0.172 -0.040
O -0.930 -2.449 -0.483
O -1.407 1.267 1.401
N -2.634 0.999 -1.269
N -2.136 -0.086 -0.904
N 5.264 -8.377 5.945
C -1.947 -3.012 -3.955
C -2.071 -1.035 -1.977
C 3.187 -5.550 5.924
C 3.068 -1.814 2.968
C -2.526 -1.786 -4.237
C 1.828 -0.260 1.585
C -0.811 3.742 -5.422
C 0.692 2.501 -1.383
C 5.687 4.073 -1.923
C -2.827 3.089 1.852
C 2.565 -1.437 1.733
C 4.458 -7.629 5.601
C 0.527 -3.918 3.884
C -0.230 -3.008 3.529
C 3.709 5.060 -0.974
C -0.470 3.656 -4.076
C 2.224 -4.654 5.505
C 1.578 0.516 2.719
C 0.822 5.475 -5.726
C 3.827 0.097 -0.904
C -0.165 4.648 -6.251
C 2.735 -6.926 3.999
C -0.423 -3.723 -0.099
C 2.491 -0.209 -1.173
C -5.689 -3.453 2.740
C 2.085 0.136 3.957
C -4.794 4.273 -2.638
C 1.773 -6.028 3.585
C 4.891 3.313 -2.773
C 2.167 -0.760 -2.413
C 4.813 -0.139 -1.850
C -4.030 4.147 0.030
C 1.489 -4.862 4.321
C -8.025 -4.409 3.595
C 3.455 -6.696 5.173
C -2.821 2.022 -0.356
C 2.904 4.306 -1.821
C 3.510 3.431 -2.722
C -2.587 -0.813 -3.248
C 0.522 4.476 -3.544
C -3.624 3.113 -0.847
C -1.471 -2.281 -1.709
C -3.633 4.070 1.404
C -1.421 -3.261 -2.695
C -5.195 5.293 -1.758
C -5.411 -4.303 3.772
C 2.837 -1.021 4.084
C -4.814 5.215 -0.442
C -2.297 2.049 0.981
C 3.154 -0.994 -3.368
C -3.401 -3.220 5.259
C 1.233 2.011 -0.043
C 1.157 5.390 -4.382
C 4.476 -0.683 -3.087
C 5.096 4.947 -1.022
C -4.040 3.214 -2.198
H 2.899 2.826 -3.383
H 2.938 -7.816 3.417
H 2.884 -1.420 -4.327
H -1.211 -4.479 -0.121
H -3.749 2.433 -2.887
H 3.614 -2.745 3.066
H 5.845 0.106 -1.626
H 2.014 -3.763 6.083
H 0.953 1.397 2.644
H -0.381 2.298 -1.420
H -5.110 5.985 0.264
H -5.795 6.122 -2.113
H -0.429 4.712 -7.299
H 6.766 3.976 -1.958
H 1.333 6.186 -6.364
H 1.211 -6.209 2.678
H -5.085 4.318 -3.682
H -2.509 3.041 2.887
H 3.250 5.735 -0.261
H 0.411 -4.022 -0.741
H -4.050 -3.096 6.126
H 5.247 -0.867 -3.826
H 4.092 0.522 0.059
H 1.129 -1.006 -2.628
H 1.161 1.995 -2.229
H -1.584 3.095 -5.817
H 1.868 0.741 4.829
H -0.993 2.944 -3.449
H 2.260 2.328 0.158
H -3.488 -2.368 4.589
H -2.360 -3.314 5.562
H -3.995 4.836 2.084
H 5.709 5.535 -0.351
H 2.733 -2.079 0.874
H 0.584 2.382 0.750
H -0.975 -4.221 -2.477
H 3.741 -5.369 6.836
H 3.215 -1.325 5.052
H -3.055 0.143 -3.439
H 1.934 6.035 -3.985
H 5.344 2.617 -3.468
H -0.073 -3.599 0.925
H -1.907 -3.787 -4.711
H -2.945 -1.590 -5.216
*
```

As for the HOMO-LUMO gap: 5.8 eV. As for the relative energy (zero: lowest compared OMol25 entry of this formula, charge and spin): 0.0 kJ/mol. The largest force on an atom comes out at 0.0115 hartree/bohr. The value obtained for the highest occupied orbital energy is -2.37 eV. The value obtained for the LUMO energy is 3.42 eV.


(4)
Here is a structure of composition C56H44CaN3O5S4 at a distorted geometry from the Open Molecules 2025 dataset. Energies are from ωB97M-V with the def2-TZVPD basis set.

Structure (ORCA input):
```
! RIJCOSX wB97M-V def2-TZVPD def2/J DEFGRID3
* xyz -1 1
Ca 0.002 -0.142 -0.169
S 4.664 1.679 -0.989
S -2.959 0.311 0.945
S 1.692 1.615 -1.361
S -0.721 0.494 2.597
O -2.621 -0.451 -3.022
O 0.017 -1.343 1.507
O -0.579 -0.575 -2.080
O -0.016 1.292 1.558
O -2.273 -0.716 0.131
N 3.265 -0.398 -0.363
N -1.658 1.886 -0.838
N 2.198 -1.133 0.089
C -0.228 -3.198 2.930
C 0.175 -4.451 3.338
C 1.570 -3.118 1.289
C 6.606 2.672 3.818
C -4.312 4.680 5.062
C 1.832 0.012 3.438
C -6.294 -0.420 -1.257
C -1.697 3.788 -2.844
C 0.129 -0.365 5.094
C 1.250 -5.074 2.709
C -2.955 1.416 3.837
C -3.998 -2.173 4.688
C -8.755 -0.001 -0.916
C 1.064 -0.982 5.911
C -1.658 1.784 3.521
C -4.063 -2.437 7.093
C 3.352 -1.949 6.304
C -4.662 0.343 0.308
C -5.607 4.347 5.340
C -3.487 -0.605 2.441
C -2.073 4.049 4.210
C -1.679 1.515 -2.118
C -6.069 3.036 5.108
C 5.194 1.681 2.139
C -3.505 -0.288 6.159
C -3.868 2.393 4.336
C -7.314 0.163 -0.510
C 4.300 3.026 0.204
C -4.101 -2.717 3.387
C 3.080 0.788 -0.844
C -5.220 2.081 4.625
C 6.512 3.892 3.170
C -1.710 2.443 -3.156
C -1.230 3.112 3.690
C -1.658 4.173 -1.508
C -3.395 -0.014 3.683
C -1.646 3.184 -0.544
C -6.970 0.902 0.620
C 0.432 -2.506 1.894
C 2.757 -0.610 4.258
C 3.708 -3.037 -0.113
C 0.513 0.111 3.851
C 1.922 -4.410 1.700
C 2.438 -2.377 0.368
C 5.099 2.903 1.474
C 5.763 4.004 2.005
C -4.968 -0.338 -0.856
C 2.378 -1.144 5.487
C -5.650 1.002 1.023
C -4.205 -2.966 5.842
C 5.942 1.567 3.300
C -3.706 -1.083 7.252
C -1.642 0.010 -2.430
C -3.410 3.722 4.540
C -3.833 -1.957 2.289
C -3.644 -0.806 4.846
H 4.361 -1.539 6.242
H -3.858 -2.376 1.291
H -1.637 5.216 -1.224
H 1.566 -6.064 3.011
H 4.693 0.814 1.722
H -3.589 -0.672 8.247
H -8.988 0.604 -1.795
H 7.030 4.758 3.565
H -7.103 2.790 5.315
H 0.758 -1.376 6.874
H -9.422 0.300 -0.108
H -3.230 0.751 6.289
H 4.501 3.971 -0.298
H -1.734 5.067 4.360
H -1.080 -2.713 3.393
H -5.389 1.581 1.902
H 4.273 -3.462 0.718
H 4.320 -2.293 -0.612
H -6.287 5.091 5.735
H 6.020 0.608 3.799
H 3.473 -3.837 -0.819
H -1.727 2.093 -4.179
H -5.571 1.071 4.454
H -4.170 -0.787 -1.440
H -3.956 5.688 5.238
H 5.696 4.961 1.499
H -0.900 -0.269 5.420
H -7.745 1.393 1.198
H -1.621 3.428 0.514
H -0.353 -4.951 4.143
H 3.385 -2.972 5.919
H -4.219 -3.053 7.969
H -6.543 -0.959 -2.165
H -1.711 4.538 -3.626
H 3.047 -1.993 7.349
H -8.964 -1.042 -1.165
H -4.466 -4.009 5.711
H -0.217 3.368 3.399
H 2.757 -4.914 1.230
H 2.102 0.385 2.456
H 3.780 -0.715 3.915
H 3.229 2.963 0.393
H -4.376 -3.760 3.279
H 7.202 2.579 4.719
*
```

As for the HOMO-LUMO gap: 6.2 eV. As for the relative energy (zero: lowest compared OMol25 entry of this formula, charge and spin): 160.7 kJ/mol. The largest force on an atom comes out at 0.0547 hartree/bohr. The value obtained for the highest occupied orbital energy is -4.29 eV. The value obtained for the LUMO energy is 1.88 eV.